No. 1
{"formula": "C4H7NO3", "method": "wB97M-V/def2-TZVPD", "species": ["C", "C", "C", "C", "O", "O", "N", "O", "H", "H", "H", "H", "H", "H", "H"], "positions_angstrom": [[0.6131, 2.4851, -0.1348], [0.2714, -1.9464, -1.0540], [-0.4611, 0.3727, -0.2118], [-0.2448, -1.0994, 0.0652], [0.6750, 1.0647, -0.0530], [-0.9433, -0.7898, 2.1877], [-0.4919, -1.6262, 1.1791], [-1.5240, 0.8491, -0.5460], [-0.9913, -1.3661, 2.9712], [-0.3366, 2.8200, -0.5558], [0.7079, 2.8637, 0.8852], [1.4648, 2.8073, -0.7465], [0.1788, -2.9946, -0.7937], [-0.2541, -1.7459, -2.0005], [1.3360, -1.6941, -1.1923]], "nbo_charge": [-0.273, -0.639, 0.752, 0.122, -0.501, -0.561, -0.115, -0.570, 0.483, 0.216, 0.193, 0.195, 0.240, 0.229, 0.229], "smiles": "COC(=O)/C(C)=N\\O", "orbital_gap_ev": 10.79, "homo_energy_ev": -9.903, "largest_force_ev_per_a": 1.35, "e_tot_ev": -11892.294}



No. 2
{"formula": "C57H79BaN11OP2S", "method": "wB97M-V/def2-TZVPD", "species": ["Ba", "C", "N", "C", "C", "N", "C", "C", "N", "C", "C", "N", "C", "N", "C", "C", "N", "C", "C", "C", "C", "N", "C", "N", "C", "C", "N", "C", "C", "N", "C", "C", "H", "H", "H", "H", "H", "H", "H", "H", "H", "H", "H", "H", "H", "H", "H", "H", "H", "H", "H", "H", "H", "H", "H", "H", "H", "H", "H", "H", "H", "H", "H", "H", "H", "H", "H", "H", "H", "H", "H", "H", "H", "H", "H", "H", "H", "H", "H", "H", "N", "P", "C", "C", "C", "C", "C", "C", "C", "C", "C", "C", "C", "C", "P", "C", "C", "C", "C", "C", "C", "C", "C", "C", "C", "C", "C", "H", "H", "H", "H", "H", "H", "H", "H", "H", "H", "H", "H", "H", "H", "H", "H", "H", "H", "H", "H", "H", "O", "S", "C", "C", "C", "C", "C", "C", "C", "C", "C", "C", "C", "C", "H", "H", "H", "H", "H", "H", "H", "H", "H", "H"], "positions_angstrom": [[-0.1852, -0.2640, -0.1589], [-1.0067, -4.6418, 4.2909], [-0.7632, -3.2723, 3.8696], [-0.7149, -2.2956, 4.9374], [-0.5174, -2.9456, 2.5582], [-0.9555, -1.8908, 1.9330], [-2.0841, -1.1332, 2.4735], [-1.6681, 0.2683, 2.9308], [-1.0983, 1.0615, 1.8170], [-2.0105, 2.1582, 1.4293], [-3.3536, 1.6621, 0.9441], [-3.2059, 0.8732, -0.2843], [-4.2869, 0.7534, -0.9952], [-5.5605, 0.9357, -0.5088], [-6.6351, 1.5107, -1.2983], [-5.9532, 0.3422, 0.7562], [-4.2152, 0.4889, -2.3478], [-2.9618, 0.7393, -3.0166], [-4.9991, -0.6066, -2.8988], [0.2544, 1.6313, 2.0877], [1.3453, 0.6537, 2.5599], [1.9538, -0.1831, 1.5043], [3.1205, -0.6805, 1.8050], [3.8016, -1.4741, 0.9306], [5.1450, -1.9769, 1.1851], [3.3188, -1.8068, -0.3919], [3.7571, -0.5071, 3.0411], [3.0920, -0.9195, 4.2572], [4.8763, 0.4033, 3.1561], [0.2407, -3.8611, 1.8762], [1.4328, -4.4441, 2.4639], [0.1551, -3.9523, 0.4402], [-1.9255, -4.6835, 4.8788], [-0.1922, -5.0282, 4.9103], [-1.1219, -5.2826, 3.4209], [-0.1131, -2.6952, 5.7583], [-1.7009, -2.0444, 5.3372], [-0.2296, -1.3908, 4.5881], [-2.6017, -1.6530, 3.2854], [-2.8186, -1.0092, 1.6689], [-0.9450, 0.2009, 3.7372], [-2.5367, 0.7835, 3.3486], [-1.5390, 2.7348, 0.6317], [-2.1412, 2.8403, 2.2815], [-3.9810, 2.5422, 0.7611], [-3.8494, 1.1144, 1.7496], [-7.3901, 0.7647, -1.5642], [-6.2313, 1.9456, -2.2086], [-7.1267, 2.2960, -0.7217], [-5.2265, -0.4138, 1.0528], [-6.9170, -0.1549, 0.6265], [-6.0538, 1.0732, 1.5629], [-2.5920, 1.7262, -2.7541], [-3.1233, 0.7009, -4.0942], [-2.1730, 0.0140, -2.7647], [-6.0035, -0.6147, -2.4872], [-4.5317, -1.5779, -2.6995], [-5.0852, -0.4816, -3.9777], [0.1690, 2.4233, 2.8410], [0.6055, 2.1370, 1.1679], [0.9315, 0.0157, 3.3412], [2.1056, 1.2703, 3.0473], [5.3684, -1.9380, 2.2437], [5.8860, -1.3949, 0.6303], [5.2027, -3.0130, 0.8489], [2.2644, -1.5907, -0.5045], [3.4503, -2.8796, -0.5527], [3.8685, -1.2756, -1.1719], [2.2665, -1.5914, 4.0164], [2.6916, -0.0787, 4.8367], [3.7868, -1.4677, 4.8980], [5.2836, 0.6191, 2.1697], [5.6755, -0.0304, 3.7641], [4.5832, 1.3550, 3.6158], [1.4806, -4.2200, 3.5250], [2.3281, -4.0295, 1.9858], [1.4478, -5.5282, 2.3361], [-0.8083, -3.5833, 0.1064], [0.2556, -4.9947, 0.1280], [0.9421, -3.3826, -0.0671], [1.5844, 2.7927, -1.4889], [2.4217, 1.3452, -1.9056], [2.8308, 1.5363, -3.6636], [3.4186, 2.6951, -4.1732], [3.6723, 2.8109, -5.5276], [3.3653, 1.7585, -6.3857], [2.7980, 0.5977, -5.8883], [2.5272, 0.4932, -4.5277], [4.0315, 1.7019, -1.1166], [4.1305, 2.5606, -0.0239], [5.3688, 2.8455, 0.5400], [6.5166, 2.2513, 0.0383], [6.4241, 1.3763, -1.0384], [5.1926, 1.1114, -1.6171], [-0.0875, 2.7872, -1.8939], [-0.1640, 3.3074, -3.6380], [0.0490, 4.6305, -4.0283], [0.0544, 4.9731, -5.3700], [-0.1557, 3.9968, -6.3380], [-0.3649, 2.6783, -5.9632], [-0.3706, 2.3389, -4.6165], [-0.6576, 4.2898, -1.0366], [-1.9539, 4.7412, -1.2959], [-2.4682, 5.8269, -0.6082], [-1.6972, 6.4743, 0.3526], [-0.4110, 6.0331, 0.6157], [0.1068, 4.9408, -0.0748], [2.0780, 3.6506, -1.7389], [3.6888, 3.5120, -3.5118], [4.1178, 3.7150, -5.9207], [3.5735, 1.8482, -7.4437], [2.5572, -0.2162, -6.5577], [2.0672, -0.4037, -4.1329], [3.2402, 3.0268, 0.3802], [5.4327, 3.5366, 1.3708], [7.4825, 2.4759, 0.4709], [7.3181, 0.9230, -1.4462], [5.1488, 0.4708, -2.4917], [0.1949, 5.4029, -3.2808], [0.2158, 6.0016, -5.6644], [-0.1570, 4.2682, -7.3855], [-0.5201, 1.9166, -6.7163], [-0.5107, 1.3015, -4.3314], [-2.5631, 4.2521, -2.0490], [-3.4691, 6.1772, -0.8231], [-2.0988, 7.3239, 0.8881], [0.1942, 6.5401, 1.3556], [1.1084, 4.5956, 0.1487], [-0.4884, -2.1055, -2.1157], [-1.7024, -2.7232, -2.7931], [-1.6642, -4.4429, -2.4228], [-2.7266, -4.9448, -1.6873], [-2.7117, -6.2836, -1.3102], [-1.6395, -7.0851, -1.6673], [-0.5768, -6.5660, -2.4053], [-0.5846, -5.2389, -2.7933], [-1.3238, -2.7399, -4.5211], [-0.0351, -2.4512, -4.9289], [0.2550, -2.4852, -6.2882], [-0.7401, -2.7861, -7.2056], [-2.0333, -3.0636, -6.7749], [-2.3354, -3.0447, -5.4237], [-3.5536, -4.3013, -1.4124], [-3.5372, -6.6947, -0.7454], [-1.6307, -8.1281, -1.3799], [0.2491, -7.2057, -2.6859], [0.2291, -4.8282, -3.3783], [0.7204, -2.2313, -4.1899], [1.2633, -2.2879, -6.6257], [-0.5098, -2.8113, -8.2621], [-2.8045, -3.2993, -7.4956], [-3.3389, -3.2703, -5.0832]], "nbo_charge": [1.781, -0.407, -0.465, -0.407, 0.654, -0.710, -0.251, -0.231, -0.548, -0.230, -0.264, -0.656, 0.640, -0.461, -0.409, -0.406, -0.452, -0.383, -0.405, -0.260, -0.257, -0.708, 0.669, -0.409, -0.410, -0.391, -0.514, -0.400, -0.409, -0.443, -0.406, -0.395, 0.211, 0.195, 0.223, 0.211, 0.201, 0.202, 0.204, 0.202, 0.198, 0.209, 0.224, 0.194, 0.212, 0.185, 0.191, 0.227, 0.211, 0.205, 0.211, 0.200, 0.220, 0.211, 0.159, 0.216, 0.179, 0.212, 0.216, 0.209, 0.196, 0.212, 0.231, 0.205, 0.206, 0.188, 0.208, 0.208, 0.204, 0.186, 0.213, 0.223, 0.206, 0.190, 0.217, 0.193, 0.209, 0.218, 0.211, 0.176, -1.253, 0.975, -0.416, -0.187, -0.199, -0.169, -0.234, -0.140, -0.273, -0.256, -0.200, -0.207, -0.204, -0.238, 0.979, -0.423, -0.191, -0.207, -0.169, -0.239, -0.114, -0.401, -0.209, -0.197, -0.199, -0.206, -0.170, 0.397, 0.213, 0.229, 0.227, 0.215, 0.199, 0.220, 0.224, 0.231, 0.229, 0.222, 0.222, 0.228, 0.226, 0.222, 0.198, 0.220, 0.227, 0.230, 0.224, 0.206, -1.071, 1.269, -0.213, -0.212, -0.207, -0.175, -0.190, -0.220, -0.277, -0.241, -0.134, -0.203, -0.187, -0.205, 0.226, 0.233, 0.234, 0.232, 0.234, 0.236, 0.212, 0.233, 0.235, 0.229], "orbital_gap_ev": 8.80, "homo_energy_ev": -12.488, "total_charge": 2, "largest_force_ev_per_a": 1.86, "e_tot_ev": -108927.562}



No. 3
{"formula": "C2H5FN2", "method": "wB97M-V/def2-TZVPD", "species": ["C", "C", "N", "N", "F", "H", "H", "H", "H", "H"], "positions_angstrom": [[-1.3634, 1.4481, -0.1433], [0.6646, -1.0916, 0.5062], [-0.4000, 0.7685, -0.6801], [0.7518, 0.5887, -0.1667], [1.0067, 1.3168, 1.1699], [-2.2889, 1.5294, -0.8554], [-1.1795, 2.0071, 0.7905], [-0.4198, -1.2405, 0.4058], [1.2752, -1.5383, -0.2259], [1.1529, -0.9770, 1.3788]], "nbo_charge": [-0.186, -0.346, -0.237, 0.125, -0.398, 0.205, 0.211, 0.211, 0.205, 0.210], "smiles": "C=NN(C)F", "orbital_gap_ev": 10.06, "homo_energy_ev": -9.481, "largest_force_ev_per_a": 5.99, "e_tot_ev": -7848.022}



No. 4
{"formula": "C32H69Br2ClF4NO18PS", "method": "wB97M-V/def2-TZVPD", "species": ["C", "C", "C", "C", "O", "C", "C", "C", "O", "C", "C", "C", "O", "F", "O", "N", "O", "O", "S", "O", "O", "C", "O", "C", "C", "O", "C", "C", "P", "C", "C", "C", "C", "C", "Cl", "C", "C", "C", "F", "Br", "C", "F", "F", "Br", "H", "H", "H", "H", "H", "H", "H", "H", "H", "H", "H", "H", "H", "H", "H", "H", "H", "H", "H", "H", "H", "H", "H", "H", "H", "H", "H", "H", "H", "H", "H", "H", "H", "H", "H", "H", "H", "C", "O", "H", "H", "H", "H", "C", "O", "H", "H", "H", "H", "C", "O", "H", "H", "H", "H", "C", "O", "H", "H", "H", "H", "C", "O", "H", "H", "H", "H", "C", "O", "H", "H", "H", "H", "C", "O", "H", "H", "H", "H", "C", "O", "H", "H", "H", "H"], "positions_angstrom": [[-5.5593, 3.1401, 4.6176], [-4.4294, 4.2812, 4.2745], [-3.0778, 3.5196, 3.6778], [-3.3082, 3.3309, 2.0305], [-2.0371, 3.2826, 1.4145], [-1.5167, 2.1018, 0.7831], [-2.1785, 0.6606, 1.1060], [-2.5010, 0.2257, 2.6438], [-1.8324, -0.6982, 3.3714], [-1.7535, 2.3087, -0.8660], [-3.1491, 3.0834, -1.2692], [-4.5064, 2.1913, -1.3100], [-5.4728, 2.4800, -0.3939], [-4.8519, 1.1141, -2.2770], [-1.8152, 1.0007, -1.5843], [-1.9035, 1.1570, -2.9096], [-2.2322, 0.0339, -3.3241], [-0.7436, 3.1369, -1.5239], [0.8183, 2.5377, -1.5256], [1.7709, 3.7959, -1.6258], [1.0686, 1.7782, -2.8473], [1.1219, 1.5138, 0.0464], [0.7379, 0.1427, -0.2031], [1.6635, -0.6982, -0.9141], [0.7218, -1.8486, -1.6925], [0.6055, -3.1037, -0.9350], [-0.7057, -3.7549, -1.2297], [-1.0711, -4.6379, 0.1307], [2.9557, 1.6222, 0.4059], [3.7160, 0.4895, 1.6665], [2.8396, -0.6695, 2.3777], [4.1213, 1.7232, -1.0760], [4.8828, 3.2096, -0.9962], [0.1180, 2.2225, 1.1837], [0.4468, 4.0918, 1.2907], [0.4158, 1.7435, 2.7221], [1.6518, 2.4249, 3.5161], [1.1738, 3.3529, 4.8253], [0.2427, 4.4424, 4.4710], [0.3015, 2.0701, 6.1507], [2.4481, 4.0087, 5.6426], [3.5603, 3.0080, 5.6764], [2.8440, 5.3281, 5.0954], [1.8145, 4.1547, 7.5767], [-5.1028, 2.1041, 4.2630], [-6.5301, 3.3738, 4.0069], [-5.7298, 3.1595, 5.7749], [-4.1510, 4.9770, 5.1979], [-4.9205, 5.0238, 3.4791], [-2.8214, 2.5172, 4.2217], [-2.2120, 4.3379, 3.7564], [-4.0993, 2.4991, 1.8238], [-3.8434, 4.3512, 1.7100], [-3.2464, 0.6407, 0.5683], [-1.6291, -0.2849, 0.6488], [-3.4402, 0.7077, 3.1760], [-2.9928, 3.4851, -2.3851], [-3.3759, 4.0555, -0.6512], [2.4096, -1.3449, -0.2679], [2.2961, -0.2262, -1.7722], [1.2205, -2.0658, -2.7516], [-0.2979, -1.3043, -1.9048], [-1.5802, -2.9909, -1.3940], [-0.5578, -4.4209, -2.1877], [-1.9142, -4.0725, 0.7164], [-1.4401, -5.6945, -0.2191], [-0.0813, -4.6965, 0.7834], [4.6690, -0.0391, 1.1765], [4.1815, 1.1546, 2.5435], [3.4466, -1.6930, 2.2708], [1.7807, -0.8867, 1.9390], [2.6890, -0.5482, 3.5558], [3.5774, 1.6348, -2.1194], [5.0059, 0.9289, -0.9717], [5.8233, 3.0951, -0.2769], [5.2507, 3.5141, -2.0707], [4.1514, 4.0389, -0.5517], [-0.5581, 2.0762, 3.3340], [0.3750, 0.5513, 2.7678], [2.4599, 2.9836, 2.8877], [2.2439, 1.5256, 4.0376], [4.0846, 1.1681, -5.2449], [4.6196, 0.9815, -3.9475], [3.2075, 1.8159, -5.1777], [4.8345, 1.6392, -5.8850], [3.7900, 0.2016, -5.6610], [5.3960, 0.4031, -4.0390], [0.2773, -8.8600, -0.3883], [0.0802, -7.6144, 0.2550], [0.7741, -8.6903, -1.3463], [0.9054, -9.4989, 0.2373], [-0.6896, -9.3387, -0.5615], [-0.3621, -7.7967, 1.1015], [1.2499, -11.6334, -3.0336], [0.3852, -10.5265, -2.8563], [2.0766, -11.5557, -2.3237], [0.7001, -12.5597, -2.8494], [1.6456, -11.6284, -4.0522], [-0.3379, -10.6228, -3.4993], [-4.7865, -2.9596, -2.1299], [-3.7232, -3.5960, -2.8144], [-4.6268, -3.0599, -1.0538], [-4.8094, -1.8998, -2.3953], [-5.7322, -3.4348, -2.4016], [-3.8922, -3.4905, -3.7661], [3.6589, -13.9174, -4.6715], [2.4080, -14.3563, -4.1745], [3.8138, -12.8774, -4.3752], [4.4561, -14.5361, -4.2520], [3.6638, -13.9880, -5.7619], [2.2985, -15.2815, -4.4529], [2.8954, 8.6908, 3.3228], [2.5128, 8.6008, 4.6829], [3.0792, 9.7385, 3.0740], [3.8099, 8.1146, 3.1618], [2.0922, 8.3040, 2.6910], [2.3566, 7.6604, 4.8743], [-8.3798, 4.4341, -0.1801], [-7.8447, 4.2475, 1.1173], [-9.2569, 5.0819, -0.1129], [-7.6298, 4.9053, -0.8203], [-8.6744, 3.4677, -0.5962], [-7.0684, 3.6692, 1.0258], [4.6168, 5.1990, -4.2360], [5.5034, 5.9495, -3.4267], [5.1668, 4.3744, -4.6953], [3.8101, 4.7967, -3.6183], [4.2053, 5.8405, -5.0191], [4.9874, 6.6735, -3.0328]], "mulliken_charge": [-0.651, -0.488, -0.071, -0.274, -0.247, 0.827, 0.224, -0.253, -0.571, -0.529, -0.566, 0.281, -0.410, -0.256, 0.648, 0.000, -0.321, -0.486, 1.269, -0.613, -0.714, 0.172, 0.181, 0.292, -0.155, -0.409, 0.266, -0.797, 0.105, -0.571, -0.603, 0.216, -0.806, -1.265, -0.017, 1.121, -0.971, 0.230, -0.323, -0.023, 0.764, -0.229, -0.190, -0.127, 0.132, 0.189, 0.277, 0.359, 0.232, 0.253, -0.049, 0.003, 0.367, 0.564, -0.033, 0.146, 0.556, 0.246, 0.053, -0.147, 0.295, -0.238, -0.142, 0.245, 0.265, 0.209, 0.220, 0.457, 0.386, 0.295, 0.003, 0.270, -0.153, 0.385, 0.326, 0.145, 0.194, -0.622, 0.046, 0.468, 0.040, -0.671, -0.363, 0.226, 0.301, 0.307, 0.234, -0.540, -0.474, 0.179, 0.246, 0.283, 0.279, -0.558, -0.466, 0.269, 0.287, 0.209, 0.257, -0.430, -0.464, 0.207, 0.117, 0.331, 0.271, -0.534, -0.472, 0.200, 0.279, 0.264, 0.285, -0.474, -0.513, 0.249, 0.237, 0.194, 0.313, -0.516, -0.503, 0.258, 0.218, 0.237, 0.321, -0.329, -0.528, 0.138, 0.050, 0.381, 0.310], "orbital_gap_ev": 6.72, "homo_energy_ev": -7.761, "largest_force_ev_per_a": 9.66, "e_tot_ev": -256224.205}